The following is a quantum chemistry calculation of a 9-piece molecular cluster, C54H135N9 overall, from OMol25.

The energy relative to the best compared isomer or geometry (same formula, charge and spin) comes out at 4.8239 eV. As for the structure (SMILES): CCN(CC)CC.CCN(CC)CC.CCN(CC)CC.CCN(CC)CC.CCN(CC)CC.CCN(CC)CC.CCN(CC)CC.CCN(CC)CC.CCN(CC)CC. For the frontier orbital gap, the calculation gives 8.289 eV.

```
198
C54H135N9 (ωB97M-V/def2-TZVPD)
C -13.706 -11.892 7.939
C -15.034 -11.501 8.729
N -15.832 -12.749 8.870
C -15.303 -13.387 10.093
C -15.830 -14.853 10.269
C -17.264 -12.440 9.045
C -17.838 -12.125 7.643
H -13.068 -11.020 7.795
H -13.972 -12.335 6.980
H -13.142 -12.705 8.396
H -14.838 -10.929 9.635
H -15.534 -10.755 8.111
H -14.217 -13.478 10.110
H -15.558 -12.763 10.950
H -16.852 -14.892 10.645
H -15.831 -15.269 9.262
H -15.152 -15.489 10.839
H -17.356 -11.641 9.781
H -17.774 -13.239 9.583
H -18.902 -11.967 7.823
H -17.701 -13.009 7.021
H -17.437 -11.219 7.188
C -18.560 -8.216 13.352
C -19.099 -9.275 14.314
N -18.018 -9.982 15.022
C -18.561 -10.964 15.938
C -19.048 -12.170 15.118
C -17.037 -9.080 15.623
C -15.756 -9.809 15.967
H -18.060 -7.408 13.886
H -19.447 -7.868 12.824
H -17.837 -8.781 12.765
H -19.671 -8.692 15.036
H -19.740 -9.992 13.801
H -17.872 -11.379 16.673
H -19.344 -10.564 16.582
H -19.990 -11.978 14.605
H -18.284 -12.494 14.411
H -19.159 -12.980 15.839
H -17.443 -8.684 16.554
H -16.762 -8.240 14.986
H -15.470 -10.397 15.095
H -15.813 -10.563 16.752
H -14.944 -9.127 16.221
C -21.701 -19.812 17.546
C -21.524 -19.713 16.053
N -20.802 -20.830 15.461
C -20.979 -21.006 14.029
C -20.461 -22.356 13.464
C -19.366 -21.074 15.755
C -18.411 -20.023 15.080
H -20.728 -19.836 18.037
H -22.213 -20.766 17.669
H -22.339 -19.040 17.977
H -22.460 -19.490 15.541
H -20.953 -18.851 15.708
H -22.060 -20.931 13.913
H -20.559 -20.201 13.426
H -19.409 -22.291 13.189
H -20.723 -23.170 14.140
H -20.962 -22.566 12.519
H -19.054 -22.074 15.451
H -19.103 -21.097 16.813
H -18.356 -20.120 13.996
H -17.387 -20.251 15.376
H -18.729 -19.021 15.366
C -15.518 -0.901 15.368
C -14.633 -1.204 14.134
N -15.429 -2.072 13.224
C -16.153 -1.338 12.192
C -17.276 -0.451 12.697
C -14.542 -3.083 12.529
C -13.298 -2.437 11.867
H -16.441 -0.349 15.192
H -14.927 -0.425 16.151
H -15.791 -1.851 15.827
H -14.239 -0.301 13.666
H -13.705 -1.593 14.552
H -16.718 -1.999 11.534
H -15.478 -0.686 11.638
H -17.894 -1.017 13.393
H -17.909 -0.006 11.929
H -16.905 0.383 13.293
H -14.163 -3.758 13.296
H -15.146 -3.656 11.825
H -13.519 -1.529 11.304
H -12.652 -2.221 12.718
H -12.759 -3.091 11.182
C -22.013 -10.837 21.203
C -23.397 -10.308 20.973
N -24.491 -11.371 21.078
C -25.785 -10.706 21.287
C -25.950 -10.112 22.653
C -24.596 -12.308 19.939
C -24.557 -11.688 18.556
H -21.841 -11.202 22.216
H -21.276 -10.067 20.975
H -21.998 -11.706 20.545
H -23.616 -9.516 21.690
H -23.336 -9.782 20.021
H -25.845 -9.906 20.550
H -26.647 -11.332 21.053
H -25.903 -10.808 23.490
H -25.172 -9.411 22.956
H -26.939 -9.663 22.744
H -25.493 -12.926 19.951
H -23.716 -12.947 20.009
H -23.694 -11.043 18.385
H -25.413 -11.019 18.474
H -24.527 -12.429 17.757
C -11.701 -17.308 22.921
C -13.191 -17.150 22.469
N -13.584 -15.764 22.375
C -15.024 -15.635 22.073
C -15.818 -16.109 23.262
C -12.799 -14.916 21.484
C -12.684 -15.407 20.015
H -11.406 -18.340 23.110
H -11.492 -16.817 23.871
H -11.039 -17.022 22.103
H -13.385 -17.623 21.507
H -13.866 -17.638 23.172
H -15.243 -14.572 21.975
H -15.336 -16.133 21.155
H -16.788 -15.612 23.298
H -15.970 -17.187 23.205
H -15.410 -15.733 24.200
H -11.804 -14.933 21.928
H -13.181 -13.912 21.665
H -11.965 -16.219 19.908
H -12.276 -14.621 19.380
H -13.604 -15.776 19.562
C -27.590 -6.572 12.234
C -27.925 -8.019 12.608
N -27.383 -8.969 11.576
C -28.099 -10.234 11.628
C -29.388 -10.110 10.845
C -25.940 -9.215 11.773
C -25.277 -9.900 10.529
H -26.565 -6.258 12.037
H -27.878 -5.918 13.057
H -28.185 -6.345 11.349
H -27.586 -8.295 13.606
H -29.001 -8.110 12.759
H -27.580 -11.048 11.121
H -28.158 -10.541 12.672
H -29.132 -9.720 9.860
H -29.924 -11.046 10.686
H -29.996 -9.485 11.499
H -25.799 -9.737 12.720
H -25.464 -8.252 11.958
H -25.506 -10.952 10.362
H -24.189 -9.849 10.550
H -25.524 -9.307 9.648
C -25.891 -20.629 8.808
C -25.516 -19.162 8.826
N -26.056 -18.452 9.973
C -27.555 -18.420 10.001
C -28.158 -17.663 8.779
C -25.578 -17.091 10.051
C -24.180 -16.942 10.748
H -25.223 -21.022 8.042
H -26.956 -20.823 8.684
H -25.630 -21.155 9.727
H -24.435 -19.048 8.905
H -25.714 -18.722 7.849
H -27.866 -17.919 10.918
H -27.948 -19.435 10.048
H -27.765 -17.931 7.799
H -27.949 -16.596 8.861
H -29.246 -17.726 8.769
H -25.589 -16.559 9.100
H -26.213 -16.424 10.635
H -23.870 -15.900 10.836
H -24.414 -17.254 11.766
H -23.459 -17.673 10.382
C -17.941 -4.321 25.618
C -16.428 -4.543 25.348
N -16.024 -4.785 23.942
C -16.276 -3.644 23.046
C -15.303 -2.468 23.387
C -16.617 -6.088 23.482
C -15.491 -6.734 22.581
H -18.567 -5.137 25.256
H -18.309 -3.369 25.237
H -18.088 -4.284 26.698
H -15.929 -3.631 25.674
H -16.027 -5.353 25.957
H -16.145 -4.039 22.038
H -17.321 -3.354 23.146
H -15.300 -1.616 22.708
H -15.327 -1.998 24.370
H -14.279 -2.834 23.466
H -17.557 -5.881 22.971
H -16.784 -6.783 24.305
H -15.930 -7.475 21.912
H -14.613 -7.043 23.149
H -15.084 -5.945 21.949
```